w | {
  "formula": "C3H3IO",
  "method": "the ωB97M-V functional and the def2-TZVPD basis",
  "elements": ["C", "C", "C", "O", "I", "H", "H", "H"],
  "positions_angstrom": [[0.539, -1.098, 0.087], [-0.230, 1.233, -0.044], [-0.413, -0.178, 0.011], [-0.906, 2.183, 0.041], [-2.478, -0.736, 0.001], [0.311, -2.148, 0.159], [1.577, -0.807, 0.089], [1.601, 1.551, -0.345]],
  "nbo_charge": [-0.256, 0.578, -0.336, -0.461, 0.150, 0.224, 0.234, -0.131],
  "homo_ev": [-9.27, -9.27],
  "orbital_gap_ev": [8.64, 8.64],
  "total_charge": 0
}


x | {
  "formula": "C3H3IO",
  "method": "the ωB97M-V functional and the def2-TZVPD basis",
  "elements": ["C", "C", "C", "O", "I", "H", "H", "H"],
  "positions_angstrom": [[1.480, 0.237, 0.074], [0.099, -0.243, 0.100], [-0.911, -0.899, 0.004], [-2.634, -1.082, -0.082], [-3.443, 0.617, 0.064], [1.729, 0.841, 0.928], [2.075, -0.511, -0.297], [1.605, 1.040, -0.790]],
  "nbo_charge": [-0.683, -0.075, 0.238, -0.698, 0.488, 0.247, 0.249, 0.234],
  "homo_ev": -9.34,
  "orbital_gap_ev": 8.27,
  "smiles": "CC#COI",
  "total_charge": 0
}


Which of them is least stable? Easy: x.


w | {
  "formula": "C3H6N2S2",
  "method": "the ωB97M-V functional and the def2-TZVPD basis",
  "elements": ["N", "C", "N", "C", "C", "S", "S", "H", "H", "H", "H", "H", "H"],
  "positions_angstrom": [[1.096, 1.387, 0.040], [0.801, 0.084, -0.015], [1.877, -0.765, -0.105], [-0.488, -0.448, 0.027], [-1.693, 0.275, 0.000], [-1.897, 1.953, -0.026], [-3.197, -0.636, -0.018], [0.306, 2.011, 0.004], [1.995, 1.726, -0.229], [2.764, -0.447, 0.281], [1.680, -1.754, 0.013], [-0.556, -1.539, 0.070], [-2.688, -1.845, -0.042]],
  "nbo_charge": [-0.781, 0.491, -0.791, -0.492, -0.231, -0.214, 0.110, 0.429, 0.392, 0.392, 0.398, 0.204, 0.093],
  "homo_ev": -8.03,
  "orbital_gap_ev": 8.37,
  "smiles": "NC(N)=CC(=S)S",
  "total_charge": 0
}


x | {
  "formula": "C3H6N2S2",
  "method": "the ωB97M-V functional and the def2-TZVPD basis",
  "elements": ["C", "C", "C", "N", "N", "S", "S", "H", "H", "H", "H", "H", "H"],
  "positions_angstrom": [[-0.615, 1.343, -1.626], [0.429, 2.169, -1.344], [-0.962, -2.217, 0.919], [-0.821, 1.497, 0.552], [-1.243, 0.788, -0.578], [0.601, 2.478, 0.370], [-0.476, -1.393, -0.727], [-0.908, 1.192, -2.579], [1.102, 2.502, -2.091], [-1.290, -3.205, 0.922], [-1.715, -1.536, 1.317], [-0.050, -2.139, 1.556], [-0.811, 0.909, 1.454]],
  "nbo_charge": [-0.068, -0.404, -0.724, -0.557, -0.198, 0.492, -0.046, 0.222, 0.242, 0.218, 0.209, 0.206, 0.408],
  "homo_ev": [-7.76, -7.27],
  "orbital_gap_ev": [7.39, 6.83],
  "total_charge": 0
}


y | {
  "formula": "C3H6N2S2",
  "method": "the ωB97M-V functional and the def2-TZVPD basis",
  "elements": ["C", "C", "C", "S", "N", "N", "S", "H", "H", "H", "H", "H", "H"],
  "positions_angstrom": [[2.376, 0.095, -0.083], [1.217, 0.650, 0.271], [0.020, 0.391, -0.669], [-0.523, -1.421, -0.378], [-1.728, -1.023, 0.777], [-2.487, -0.013, 0.405], [-1.484, 1.355, -0.226], [2.260, -0.658, -0.946], [3.291, 0.098, 0.406], [1.108, 1.446, 0.961], [0.320, 0.369, -1.814], [-1.304, -0.934, 1.627], [-3.065, -0.355, -0.332]],
  "nbo_charge": [-0.358, -0.229, -0.562, 0.327, -0.549, -0.514, 0.298, 0.181, 0.206, 0.216, 0.263, 0.360, 0.361],
  "homo_ev": -8.76,
  "orbital_gap_ev": 9.24,
  "smiles": "C=CC1SNNS1",
  "total_charge": 0
}


Which of them is least stable? Easy: x.


w | {
  "formula": "C3H6N2S2",
  "method": "the ωB97M-V functional and the def2-TZVPD basis",
  "elements": ["H", "N", "C", "N", "C", "S", "S", "C", "H", "H", "H", "H", "H"],
  "positions_angstrom": [[-0.147, 2.222, -0.735], [-0.688, 1.459, 0.077], [-0.287, 0.244, -0.123], [-1.192, -0.760, 0.305], [-2.596, -0.897, -0.008], [-3.675, 0.114, -0.522], [1.063, -0.748, -0.700], [2.523, 0.215, -0.100], [-0.636, -1.630, 0.911], [-2.836, -1.766, 0.724], [2.120, 1.394, -0.539], [2.861, 0.479, 1.118], [3.489, -0.326, -0.408]],
  "nbo_charge": [0.344, -0.604, 0.234, -0.660, -0.154, 0.062, 0.245, -0.806, 0.426, 0.185, 0.240, 0.238, 0.249],
  "homo_ev": -8.42,
  "orbital_gap_ev": 8.36,
  "smiles": "[H]/N=C(/NC=S)SC",
  "total_charge": 0
}


x | {
  "formula": "C3H6N2S2",
  "method": "the ωB97M-V functional and the def2-TZVPD basis",
  "elements": ["C", "N", "S", "C", "N", "C", "S", "H", "H", "H", "H", "H", "H"],
  "positions_angstrom": [[-0.188, -1.143, 0.149], [-0.868, 0.044, -0.251], [-2.578, 0.212, -0.668], [-0.322, 1.277, -0.189], [1.002, 1.647, -0.216], [2.032, 0.740, 0.205], [2.782, -0.244, -0.810], [0.812, -1.028, 0.660], [-0.116, -1.790, -0.751], [-0.885, -1.863, 0.772], [-3.110, -0.640, 0.582], [-1.058, 2.023, -0.672], [2.496, 0.765, 1.191]],
  "nbo_charge": [-0.445, -0.540, 0.179, 0.294, -0.523, -0.154, -0.029, 0.258, 0.222, 0.201, 0.137, 0.200, 0.200],
  "homo_ev": -8.42,
  "orbital_gap_ev": 8.35,
  "smiles": "CN(S)/C=N\\C=S",
  "total_charge": 0
}


Which of them is least stable? Easy: w.


w | {
  "formula": "C4H8N",
  "method": "the ωB97M-V functional and the def2-TZVPD basis",
  "elements": ["C", "C", "C", "C", "N", "H", "H", "H", "H", "H", "H", "H", "H"],
  "positions_angstrom": [[-2.346, 0.003, -0.069], [-1.207, 0.746, 0.486], [-1.055, -0.900, -0.128], [-0.188, 0.175, -0.193], [2.700, 0.318, -0.200], [-2.986, -0.477, 0.691], [-2.713, 0.427, -0.984], [-1.222, 1.169, 1.480], [-1.004, -2.022, 0.181], [0.828, 0.293, -0.421], [3.175, 0.313, -1.137], [2.542, -0.605, 0.001], [3.475, 0.559, 0.293]],
  "lowdin_charge": [-0.023, 0.039, 0.109, 0.071, 0.042, 0.134, 0.133, 0.163, 0.198, 0.053, 0.087, -0.002, -0.002],
  "homo_ev": -14.66,
  "orbital_gap_ev": 10.02,
  "total_charge": 1
}


x | {
  "formula": "C4H8N",
  "method": "the ωB97M-V functional and the def2-TZVPD basis",
  "elements": ["C", "C", "C", "N", "C", "H", "H", "H", "H", "H", "H", "H", "H"],
  "positions_angstrom": [[0.019, -0.608, 2.188], [-0.108, -0.413, 0.738], [0.752, 0.171, -0.061], [0.527, 0.551, -1.445], [-0.925, 0.314, -1.834], [1.008, -0.164, 2.289], [-0.651, -0.022, 2.809], [0.145, -1.607, 2.722], [-1.500, 0.824, -1.052], [1.726, 0.611, 0.272], [1.341, 0.261, -1.999], [-1.075, 0.835, -2.794], [-1.258, -0.752, -1.834]],
  "nbo_charge": [-0.711, 0.478, -0.123, -0.564, -0.431, 0.353, 0.273, 0.290, 0.212, 0.337, 0.421, 0.255, 0.210],
  "homo_ev": -14.34,
  "orbital_gap_ev": 6.07,
  "total_charge": 1
}


Which of them is least stable? Easy: x.


w | {
  "formula": "C4H8N",
  "method": "the ωB97M-V functional and the def2-TZVPD basis",
  "elements": ["C", "C", "C", "C", "N", "H", "H", "H", "H", "H", "H", "H", "H"],
  "positions_angstrom": [[1.811, -0.590, -0.658], [0.536, -0.686, -0.301], [-0.175, 0.305, 0.370], [-1.387, 0.394, -0.585], [-0.106, 0.583, 1.605], [2.130, -1.105, -1.346], [2.334, 0.089, -0.147], [-0.094, -1.441, -0.896], [-1.733, 1.077, -1.365], [-2.170, 0.431, 0.143], [-1.374, -0.531, -1.072], [-0.200, 1.479, 2.072], [0.429, -0.005, 2.180]],
  "nbo_charge": [-0.167, -0.302, 0.466, -0.668, -0.637, 0.197, 0.193, 0.244, 0.300, 0.254, 0.246, 0.450, 0.423],
  "homo_ev": -15.34,
  "orbital_gap_ev": 9.83,
  "smiles": "C=CC(C)=[NH2+]",
  "total_charge": 1
}


x | {
  "formula": "C4H8N",
  "method": "the ωB97M-V functional and the def2-TZVPD basis",
  "elements": ["C", "N", "C", "C", "C", "H", "H", "H", "H", "H", "H", "H", "H"],
  "positions_angstrom": [[-1.227, -1.402, -0.385], [-0.973, -0.098, -0.809], [0.024, 0.594, -0.234], [0.894, 0.308, 0.896], [1.273, 1.639, 0.307], [-0.435, -1.546, 0.356], [-2.281, -1.548, -0.087], [-0.984, -2.255, -1.156], [-1.570, 0.282, -1.615], [1.849, -0.289, 0.742], [0.355, 0.201, 1.910], [2.063, 1.466, -0.402], [1.010, 2.648, 0.476]],
  "nbo_charge": [-0.445, -0.440, 0.409, -0.552, -0.251, 0.226, 0.251, 0.253, 0.456, 0.295, 0.291, 0.243, 0.264],
  "homo_ev": -15.87,
  "orbital_gap_ev": 11.01,
  "smiles": "C[NH+]=C1CC1",
  "total_charge": 1
}


y | {
  "formula": "C4H8N",
  "method": "the ωB97M-V functional and the def2-TZVPD basis",
  "elements": ["C", "C", "C", "C", "N", "H", "H", "H", "H", "H", "H", "H", "H"],
  "positions_angstrom": [[1.586, 1.296, -1.477], [0.652, 0.732, -0.945], [-0.443, 0.078, -0.183], [-0.519, 0.527, 1.211], [-0.173, -1.363, -0.120], [2.270, 2.051, -1.820], [-1.551, 0.221, -0.674], [0.498, 0.246, 1.494], [-0.784, 1.608, 1.285], [-1.205, 0.046, 1.772], [-1.036, -1.898, 0.141], [0.806, -1.622, 0.360], [-0.101, -1.921, -1.042]],
  "nbo_charge": [-0.088, -0.129, -0.105, -0.604, -0.714, 0.272, 0.262, 0.209, 0.271, 0.226, 0.460, 0.478, 0.461],
  "homo_ev": -14.81,
  "orbital_gap_ev": 10.70,
  "smiles": "C#C[C@H](C)[NH3+]",
  "total_charge": 1
}


Which of them is least stable? Easy: w.